(a)
ORCA calculation (wB97M-V/def2-TZVPD) on 6 unconnected molecules or ions with the total composition CH13NO6.

Each line ends with the Mulliken charge.
Element x y z (Å)
O (1.168, -0.297, -1.578)  -0.7047
O (1.051, -3.008, 0.711)  -0.6508
O (-0.707, -2.103, -1.415)  -0.6954
O (-0.173, 0.745, 1.382)  -0.6246
O (0.127, 3.837, 1.362)  -0.6283
O (-2.008, -1.308, 0.908)  -0.6881
N (0.474, 1.808, -1.324)  -0.2966
C (1.284, 0.790, -1.015)  0.1089
H (-1.478, -1.271, 0.099)  0.3670
H (0.588, 2.753, -0.996)  0.2387
H (-0.115, 2.920, 1.569)  0.3229
H (0.452, 0.076, 1.688)  0.3155
H (2.066, 0.915, -0.272)  0.4066
H (-0.343, 1.616, -1.879)  0.2001
H (0.414, -2.722, 0.031)  0.3955
H (-2.669, -1.998, 0.863)  0.2983
H (-0.864, -2.791, -2.070)  0.2601
H (1.860, -3.020, 0.185)  0.3003
H (0.021, -1.534, -1.757)  0.4199
H (-0.138, 4.337, 2.147)  0.3063
H (-1.009, 0.255, 1.361)  0.3484

HOMO, eV: -10.51
Gap between HOMO and LUMO, eV: 11.1
Charge: 0
LUMO, hartree: 0.02169

=====

(b)
ORCA calculation (wB97M-V/def2-TZVPD) on 6 unconnected molecules or ions with the total composition CH13NO6.

Each line ends with the Mulliken charge.
Element x y z (Å)
O (1.852, 0.979, 1.176)  -0.6543
O (-1.419, -2.157, 1.315)  -0.6154
O (2.214, -0.508, -2.191)  -0.6517
O (-0.029, 2.845, 1.532)  -0.6543
O (-0.852, 0.019, -3.422)  -0.6607
O (-1.005, -1.635, -1.274)  -0.6856
N (-0.923, -0.014, 1.817)  -0.2437
C (-1.304, -1.263, 2.142)  0.0648
H (1.720, -1.303, -1.932)  0.3088
H (1.903, 0.028, 1.002)  0.3164
H (-0.659, 0.883, -3.051)  0.2975
H (1.478, -0.130, -2.705)  0.3440
H (0.053, 3.551, 0.890)  0.2903
H (-0.478, -1.206, -0.599)  0.2732
H (-1.135, -0.586, -2.708)  0.4127
H (-0.837, 0.560, 2.635)  0.2008
H (2.644, 1.217, 0.678)  0.3082
H (0.659, 2.167, 1.399)  0.4237
H (-0.874, 0.343, 0.881)  0.2148
H (-1.536, -2.268, -0.774)  0.3698
H (-1.473, -1.519, 3.191)  0.3407

HOMO, eV: -10.61
Gap between HOMO and LUMO, eV: 10.7
Charge: 0
LUMO, hartree: 0.00489

=====

On energetic grounds, (a) is preferred over the next structure by 0.0213 hartree.

=====

(a)
ORCA calculation (wB97M-V/def2-TZVPD) on a single C2H6N6 molecule.

Each line ends with the Mulliken charge.
Element x y z (Å)
N (1.677, -0.563, -0.163)  -0.1045
N (-0.569, -1.144, 0.346)  -0.3614
N (-1.740, -0.801, -0.318)  -0.1632
N (0.042, 1.150, 0.017)  -0.2412
N (2.701, 0.446, -0.061)  -0.6800
N (-1.361, 1.469, 0.147)  -0.5671
C (0.392, -0.114, 0.036)  0.4395
C (-2.147, 0.484, -0.107)  -0.0939
H (-0.849, -1.137, 1.384)  0.2630
H (2.397, 1.290, 0.518)  0.3153
H (1.940, -1.362, 0.380)  0.2879
H (-3.185, 0.855, -0.096)  0.3857
H (-1.952, -1.407, -1.075)  0.2328
H (2.652, 0.834, -1.008)  0.2873

HOMO, eV: -8.81
Gap between HOMO and LUMO, eV: 9.7
Charge: 0
LUMO, hartree: 0.03164

=====

(b)
ORCA calculation (wB97M-V/def2-TZVPD) on a molecular structure, C2H6N6.

Each line ends with the Mulliken charge.
Element x y z (Å)
N (2.344, 0.490, -0.167)  -0.6025
N (-0.618, -1.409, -0.230)  -0.3132
N (-2.491, 0.380, -0.162)  -0.6256
N (-0.051, 0.541, 0.361)  0.2543
N (0.084, 1.986, 0.136)  -0.7171
N (0.821, -1.587, 0.011)  -0.4359
C (1.131, -0.194, -0.090)  0.2517
C (-1.221, -0.115, 0.232)  0.4147
H (0.807, 1.933, -0.849)  0.3144
H (-1.201, -2.334, 0.125)  0.2872
H (3.000, -0.356, -0.289)  0.2693
H (1.049, -1.898, 1.233)  0.3477
H (-2.846, -0.691, -0.503)  0.2537
H (-0.896, 2.397, -0.217)  0.3012

HOMO, eV: -9.08
Gap between HOMO and LUMO, eV: 8.6
Charge: 0
LUMO, hartree: -0.01701

=====

On energetic grounds, (a) is preferred over the next structure by 0.1176 hartree.